1.
Formula: H4INP2
Source: OMol25
Level of theory: ωB97M-V/def2-TZVPD

Its energy above the lowest of the compared OMol25 structures with the same formula, charge and spin is 28.4 kcal/mol. The structure (SMILES) is [PH2]#[PH]NI. The calculation puts the HOMO-LUMO gap at 6.6 eV. The total charge is 0.

Geometry (Å):
P  1.7747  0.3830  0.2395
P  -0.2721  0.3732  -0.5523
N  -0.8308  -0.8119  0.5567
I  -3.1568  -1.0722  0.7693
H  1.9891  -0.2021  -0.9447
H  2.1037  1.7009  -0.3386
H  -1.1351  1.3008  0.0718
H  -0.4726  -1.6717  0.1983

natural (NBO) population analysis, charges in e, atoms 1 to 5:
1. P 0.024
2. P 0.459
3. N -0.995
4. I 0.200
5. H -0.022



2.
Formula: H4IO2
Source: OMol25
Level of theory: ωB97M-V/def2-TZVPD

Its energy above the lowest of the compared OMol25 structures with the same formula, charge and spin is 13.5 kcal/mol. The calculation puts the HOMO-LUMO gap at 7.7 eV. The total charge is -1.

Geometry (Å):
I  1.5087  -0.5163  -1.0986
O  1.4267  0.3597  2.5324
H  1.6967  0.3057  1.5334
H  0.6667  1.1167  2.5964
O  -1.9363  -0.4733  -1.5466
H  -2.4113  -0.4983  -2.3906
H  -0.9513  -0.2943  -1.6266

natural (NBO) population analysis, charges in e, atoms 1 to 5:
1. I -0.935
2. O -0.993
3. H 0.512
4. H 0.458
5. O -1.006



3.
Formula: H4N2O2
Source: OMol25
Level of theory: ωB97M-V/def2-TZVPD

Its energy above the lowest of the compared OMol25 structures with the same formula, charge and spin is 27.5 kcal/mol. The structure (SMILES) is N=O.NO. The calculation puts the HOMO-LUMO gap at 9.2 eV. The total charge is 0.

Geometry (Å):
N  -1.3007  -0.6239  -1.2515
O  -1.5344  0.4818  -0.9483
H  -0.4473  -0.9477  -0.7375
N  1.5599  0.6619  0.7623
O  0.9121  -0.5445  1.2044
H  2.5440  0.3467  0.4720
H  0.9778  0.9836  -0.0190
H  0.0893  -0.1475  1.6603

natural (NBO) population analysis, charges in e, atoms 1 to 5:
1. N 0.000
2. O -0.261
3. H 0.259
4. N -0.545
5. O -0.605



4.
Formula: H4N2O2P
Source: OMol25
Level of theory: ωB97M-V/def2-TZVPD

Its energy above the lowest of the compared OMol25 structures with the same formula, charge and spin is 102.9 kcal/mol. The calculation puts the HOMO-LUMO gap (alpha / beta) at 6.0 / 6.5 eV. The total charge is -1.

Geometry (Å):
N  0.2090  2.9660  -0.5173
N  0.4115  1.6469  -0.4927
O  0.6782  -0.8147  0.0102
O  -1.2405  -3.0656  0.2893
P  0.7781  0.5346  0.6804
H  0.2479  3.2931  0.4537
H  -0.7109  -2.2719  0.0619
H  0.3283  1.2310  -1.4251
H  -0.7016  -3.5193  0.9395

natural (NBO) population analysis, charges in e, atoms 1 to 5:
1. N -0.738
2. N -0.673
3. O -1.213
4. O -0.985
5. P 0.993



5.
Formula: H4N2O2P
Source: OMol25
Level of theory: ωB97M-V/def2-TZVPD

Its energy above the lowest of the compared OMol25 structures with the same formula, charge and spin is 77.5 kcal/mol. The structure (SMILES) is NN[P@H](=O)[O-]. The calculation puts the HOMO-LUMO gap at 9.6 eV. The total charge is -1.

Geometry (Å):
N  1.1564  -0.0591  -0.4662
N  -0.2940  0.9108  -0.3130
P  -1.6156  -0.0902  0.1284
O  -1.3913  -1.5028  -0.2684
O  -2.9204  0.5845  -0.1834
H  1.2802  -0.4735  0.5515
H  0.5798  -0.9439  -0.9020
H  -0.1450  1.1799  -1.3568
H  -1.4746  0.1826  1.4806

natural (NBO) population analysis, charges in e, atoms 1 to 5:
1. N -0.736
2. N -0.863
3. P 2.120
4. O -1.187
5. O -1.174



6.
Formula: H4N2O2PS
Source: OMol25
Level of theory: ωB97M-V/def2-TZVPD

The calculation puts the HOMO-LUMO gap at 7.1 eV. The total charge is -1.

Geometry (Å):
N  1.2324  0.6502  1.3728
P  0.2906  0.4105  0.1383
O  1.1472  -0.4383  -0.9634
O  0.0860  1.7648  -0.7586
N  -1.2228  -0.1086  0.3219
S  -1.5517  -1.7461  0.1554
H  0.7286  0.4387  2.2242
H  1.8102  -0.9148  -0.4558
H  -0.8690  1.8532  -0.8479
H  -1.6515  -1.9097  -1.1870

natural (NBO) population analysis, charges in e, atoms 1 to 5:
1. N -1.424
2. P 2.313
3. O -1.009
4. O -1.011
5. N -1.359



7.
Formula: H4N3P
Source: OMol25
Level of theory: ωB97M-V/def2-TZVPD

Its energy above the lowest of the compared OMol25 structures with the same formula, charge and spin is 11.4 kcal/mol. The calculation puts the HOMO-LUMO gap at 8.4 eV. The total charge is 0.

Geometry (Å):
N  1.3604  -1.6223  0.4094
N  1.6326  -0.5223  0.6320
N  -1.6728  0.1881  -0.5922
P  1.5490  0.8311  1.4141
H  -1.6586  0.0291  -1.5392
H  -0.6726  0.1471  -0.3389
H  1.6535  1.5129  0.2137
H  -2.1915  -0.5637  -0.1988

natural (NBO) population analysis, charges in e, atoms 1 to 5:
1. N 0.033
2. N -0.309
3. N -1.055
4. P 0.309
5. H 0.346



8.
Formula: H4N4O
Source: OMol25
Level of theory: ωB97M-V/def2-TZVPD

Its energy above the lowest of the compared OMol25 structures with the same formula, charge and spin is 58.8 kcal/mol. The calculation puts the HOMO-LUMO gap (alpha / beta) at 8.4 / 8.4 eV. The total charge is 0.

Geometry (Å):
N  1.4377  0.1035  0.1345
N  -0.4459  -0.3654  0.7087
N  1.1487  0.2935  -1.0168
N  -0.9752  -0.2992  -0.4519
O  2.5067  -0.1553  0.7185
H  -0.2599  -1.3475  0.8542
H  -0.5684  0.3219  1.5674
H  1.6495  0.3035  -1.8838
H  -1.4084  0.5703  -0.7686

natural (NBO) population analysis, charges in e, atoms 1 to 5:
1. N 0.250
2. N -0.394
3. N -0.472
4. N -0.410
5. O -0.496



9.
Formula: H4N5
Source: OMol25
Level of theory: ωB97M-V/def2-TZVPD

Its energy above the lowest of the compared OMol25 structures with the same formula, charge and spin is 131.1 kcal/mol. The calculation puts the HOMO-LUMO gap (alpha / beta) at 8.4 / 8.4 eV. The total charge is +1.

Geometry (Å):
N  0.9803  -0.8736  2.1920
N  0.7241  -0.5322  1.1264
N  -1.3413  0.2690  0.1366
N  1.0090  0.3364  -1.0606
N  0.4314  -0.3979  -0.0916
H  -1.5448  -0.2834  0.9929
H  -1.9158  0.0095  -0.5876
H  0.5614  0.1968  -1.9317
H  1.0957  1.2754  -0.7764

natural (NBO) population analysis, charges in e, atoms 1 to 5:
1. N 0.285
2. N 0.210
3. N -0.538
4. N -0.546
5. N 0.057



10.
Formula: H4NO2PS
Source: OMol25
Level of theory: ωB97M-V/def2-TZVPD

Its energy above the lowest of the compared OMol25 structures with the same formula, charge and spin is 81.2 kcal/mol. The calculation puts the HOMO-LUMO gap (alpha / beta) at 7.5 / 7.5 eV. The total charge is 0.

Geometry (Å):
N  -0.0220  1.3755  0.4997
O  1.5216  -1.3983  0.1649
O  -0.2286  -0.3696  -1.4576
P  -0.8037  0.0242  0.0000
S  -2.7311  -0.1252  0.5546
H  0.7273  1.6856  -0.1343
H  -0.6611  2.0230  0.9757
H  1.5924  -2.3296  0.4139
H  0.6053  -0.8855  -1.0169

natural (NBO) population analysis, charges in e, atoms 1 to 5:
1. N -1.163
2. O -1.116
3. O -0.980
4. P 1.755
5. S -0.380



11.
Formula: H4NO2PS
Source: OMol25
Level of theory: ωB97M-V/def2-TZVPD

Its expectation value of S² is 2.007. As for the spin multiplicity: 3. Its energy above the lowest of the compared OMol25 structures with the same formula, charge and spin is 49.9 kcal/mol. The calculation puts the HOMO-LUMO gap (alpha / beta) at 5.2 / 7.6 eV. The total charge is 0.

Geometry (Å):
N  0.1719  -0.8161  0.6908
O  0.3297  -0.4424  -2.2446
O  -0.0520  1.4592  -0.6009
P  -0.7225  0.0675  -1.0438
S  -0.7880  -0.5810  2.1022
H  0.2361  -1.8666  0.5530
H  1.2432  -0.2150  -2.2394
H  -0.2098  1.7803  0.3336
H  -0.2086  0.6141  2.4490

natural (NBO) population analysis, charges in e, atoms 1 to 5:
1. N -0.820
2. O -1.010
3. O -1.021
4. P 1.139
5. S 0.246



12.
Formula: H4NPS
Source: OMol25
Level of theory: ωB97M-V/def2-TZVPD

Its energy above the lowest of the compared OMol25 structures with the same formula, charge and spin is 68.7 kcal/mol. The calculation puts the HOMO-LUMO gap at 8.0 eV. The total charge is 0.

Geometry (Å):
N  1.5507  0.5011  0.0850
P  -1.2748  0.3918  -0.0161
S  -0.1076  -1.1663  0.0022
H  2.3204  -0.0206  0.4165
H  1.5905  0.6961  -0.9581
H  -2.2331  -0.3334  -0.7605
H  -1.8460  -0.0687  1.2311

natural (NBO) population analysis, charges in e, atoms 1 to 5:
1. N -0.816
2. P 0.256
3. S -0.084
4. H 0.342
5. H 0.354



13.
Formula: H4NPS
Source: OMol25
Level of theory: ωB97M-V/def2-TZVPD

Its expectation value of S² is 2.006. As for the spin multiplicity: 3. Its energy above the lowest of the compared OMol25 structures with the same formula, charge and spin is 36.4 kcal/mol. The calculation puts the HOMO-LUMO gap (alpha / beta) at 7.8 / 7.0 eV. The total charge is 0.

Geometry (Å):
N  1.6872  0.2510  -0.0534
P  -1.7994  0.1102  0.4006
S  0.8773  -0.6725  1.0497
H  1.8040  1.2183  0.1893
H  1.2714  0.1400  -1.0529
H  -1.4346  0.0474  -0.8426
H  -2.4059  -1.0943  0.3092

natural (NBO) population analysis, charges in e, atoms 1 to 5:
1. N -0.922
2. P 0.091
3. S 0.197
4. H 0.389
5. H 0.381



14.
Formula: H4NPSi
Source: OMol25
Level of theory: ωB97M-V/def2-TZVPD

Its energy above the lowest of the compared OMol25 structures with the same formula, charge and spin is 8.6 kcal/mol. The structure (SMILES) is [H]/P=N\[SiH3]. The calculation puts the HOMO-LUMO gap at 8.4 eV. The total charge is 0.

Geometry (Å):
H  2.3496  -1.0320  -0.8465
P  1.6667  -0.1848  -1.8365
N  0.4395  0.2721  -0.9463
Si  -0.4239  0.1614  0.5574
H  -1.6752  0.3395  -0.1826
H  -0.2887  -1.0793  1.5527
H  -0.0696  1.3953  1.2524

natural (NBO) population analysis, charges in e, atoms 1 to 5:
1. H -0.143
2. P 0.898
3. N -1.315
4. Si 1.067
5. H -0.163



15.
Formula: H4NS
Source: OMol25
Level of theory: ωB97M-V/def2-TZVPD

Its energy above the lowest of the compared OMol25 structures with the same formula, charge and spin is 1.8 kcal/mol. The calculation puts the HOMO-LUMO gap at 7.3 eV. The total charge is -1.

Geometry (Å):
N  0.9546  1.3533  -0.2419
H  0.9968  0.6664  -0.9932
H  -0.0052  1.2839  0.0878
H  1.4779  0.8772  0.4909
S  -1.2865  -1.6607  0.6179
H  -2.1377  -2.5201  0.0385

natural (NBO) population analysis, charges in e, atoms 1 to 5:
1. N -1.086
2. H 0.360
3. H 0.377
4. H 0.348
5. S -1.083



16.
Formula: H4O2
Source: OMol25
Level of theory: ωB97M-V/def2-TZVPD

Its energy above the lowest of the compared OMol25 structures with the same formula, charge and spin is 5.4 kcal/mol. The structure (SMILES) is O.O. The calculation puts the HOMO-LUMO gap at 11.9 eV. The total charge is 0.

Geometry (Å):
O  -1.4061  0.0206  -0.2625
H  -2.2238  -0.3880  -0.0136
H  -1.2310  0.7892  0.4058
O  1.8476  0.1176  -0.2409
H  0.8688  0.0726  -0.2308
H  2.1444  -0.6121  0.3420

natural (NBO) population analysis, charges in e, atoms 1 to 5:
1. O -0.957
2. H 0.479
3. H 0.479
4. O -0.951
5. H 0.482



17.
Formula: H4O2
Source: OMol25
Level of theory: ωB97M-V/def2-TZVPD

Its energy above the lowest of the compared OMol25 structures with the same formula, charge and spin is 8.9 kcal/mol. The structure (SMILES) is O.O. The calculation puts the HOMO-LUMO gap at 12.5 eV. The total charge is 0.

Geometry (Å):
O  -1.3990  2.4887  -1.8684
H  -1.7622  3.2197  -1.4094
H  -0.9624  2.9439  -2.6082
O  1.1394  -2.6634  2.0219
H  1.5058  -3.1949  2.7479
H  1.4785  -2.7939  1.1163

natural (NBO) population analysis, charges in e, atoms 1 to 5:
1. O -0.925
2. H 0.462
3. H 0.463
4. O -0.973
5. H 0.486



18.
Formula: H4O2
Source: OMol25
Level of theory: ωB97M-V/def2-TZVPD

Its energy above the lowest of the compared OMol25 structures with the same formula, charge and spin is 8.6 kcal/mol. The structure (SMILES) is O.O. The calculation puts the HOMO-LUMO gap at 10.9 eV. The total charge is 0.

Geometry (Å):
O  -0.6147  -0.6742  0.6260
H  -1.4524  -0.1902  0.7869
H  -0.0659  -0.6244  1.4642
O  1.0670  0.5912  -0.8756
H  0.7390  0.5761  -1.7979
H  0.3270  0.3216  -0.2035

natural (NBO) population analysis, charges in e, atoms 1 to 5:
1. O -0.928
2. H 0.488
3. H 0.494
4. O -1.007
5. H 0.466



19.
Formula: H4O2
Source: OMol25
Level of theory: ωB97M-V/def2-TZVPD

Its energy above the lowest of the compared OMol25 structures with the same formula, charge and spin is 1.5 kcal/mol. The structure (SMILES) is O.O. The calculation puts the HOMO-LUMO gap at 11.9 eV. The total charge is 0.

Geometry (Å):
O  1.9559  0.1184  0.0378
H  2.1245  -0.6853  -0.4703
H  1.0078  0.2286  -0.0123
O  -1.4408  -0.0187  -0.1135
H  -1.8713  0.8572  -0.0821
H  -1.7759  -0.5002  0.6404

natural (NBO) population analysis, charges in e, atoms 1 to 5:
1. O -0.948
2. H 0.465
3. H 0.481
4. O -0.950
5. H 0.477



20.
Formula: H4O2
Source: OMol25
Level of theory: ωB97M-V/def2-TZVPD

Its energy above the lowest of the compared OMol25 structures with the same formula, charge and spin is 3.7 kcal/mol. The structure (SMILES) is O.O. The calculation puts the HOMO-LUMO gap at 11.0 eV. The total charge is 0.

Geometry (Å):
O  1.2148  -0.0090  -0.0261
H  1.7220  0.8220  0.1200
H  1.8412  -0.7467  0.1607
O  -1.4149  -0.0098  -0.0855
H  -0.4432  0.0464  -0.2660
H  -1.5191  0.0286  0.8783

natural (NBO) population analysis, charges in e, atoms 1 to 5:
1. O -0.955
2. H 0.489
3. H 0.493
4. O -0.977
5. H 0.492